ORCA calculation (wB97M-V/def2-TZVPD) on C29H25N3PtTe as an isolated structure in a non-equilibrium geometry.

Properties
Charge ... +4
Total energy ... -45446.4571 eV
LUMO energy (alpha / beta) ... -15.596 / -15.597 eV

Last column: Mulliken charge in e.
Cartesian coordinates (Å):
1 N -1.70938 -1.76014 0.39559  0.105
2 H 2.47665 -1.55854 4.54390  0.475
3 H -0.69768 3.70638 2.14900  0.396
4 H 2.93025 -2.27392 -2.47019  0.400
5 H 2.40387 4.86398 -1.58536  0.462
6 H 5.96648 -1.25554 1.29368  0.500
7 H -4.58759 -2.74384 -0.96489  0.523
8 H -2.71463 -1.57864 -2.62688  0.304
9 H 0.58934 0.67596 -2.36066  0.354
10 C -3.08834 1.26247 -3.44291  -0.755
11 H -0.05483 0.44412 -4.73170  0.506
12 C 2.68626 -1.30895 -2.02071  -1.136
13 C -0.02818 3.96506 1.33660  -0.413
14 H 3.16410 -0.53443 -2.62163  0.419
15 H -3.52574 1.63254 -1.37564  0.492
16 H 5.25408 -1.35943 -1.07589  0.504
17 C -2.11700 0.93733 -4.38208  -0.615
18 H 1.20808 2.70889 -1.64731  0.313
19 C -0.80177 0.69681 -3.99017  -0.919
20 C -1.43523 1.14185 -1.72641  1.185
21 Te -1.01543 1.36489 0.30634  0.960
22 C 2.62785 -1.23675 1.70173  0.970
23 H 1.59822 -1.18181 -2.10494  -0.067
24 C -4.27458 -2.41900 1.12955  -0.705
25 C 1.45005 5.51406 0.25319  -0.318
26 H -3.60716 -2.14330 3.16518  0.495
27 H -2.22814 -3.24344 -2.30980  0.491
28 C 1.48798 -1.39020 2.65189  0.134
29 H 0.35757 -1.88988 5.79189  0.501
30 C -0.44665 0.80701 -2.65393  -0.235
31 N 0.28122 -1.43376 2.05538  -0.147
32 H -1.80546 -1.99277 4.58169  0.478
33 C 0.59418 5.18023 1.33073  -0.817
34 C -0.88582 -1.81108 4.04251  -0.693
35 H 1.90382 6.49865 0.21839  0.463
36 C 1.52921 -1.56434 4.02227  -0.653
37 C -2.58119 -2.11331 -0.55646  0.922
38 C 4.91449 -1.25279 1.03723  -0.627
39 N 2.25334 -1.21442 0.37063  0.067
40 C 3.94972 -1.23269 2.05404  -0.495
41 C -3.88984 -2.44712 -0.19199  -0.751
42 H 4.25209 -1.23495 3.09235  0.474
43 H -1.06513 -1.94025 -2.09538  0.020
44 C 0.15574 3.07297 0.22936  0.852
45 Pt 0.23913 -1.16147 0.16653  0.395
46 C -0.90013 -1.65060 2.67062  0.261
47 C 0.33565 -1.75910 4.71707  -0.843
48 C -2.11742 -2.21121 -1.96999  -1.147
49 C -2.05376 -1.80614 1.73578  0.959
50 C 1.70904 4.59005 -0.80214  -0.763
51 H -4.10572 1.45484 -3.75927  0.473
52 C -2.76211 1.35847 -2.09426  -0.833
53 H 0.43648 5.89151 2.13124  0.448
54 C 4.52096 -1.29883 -0.28180  -0.728
55 H -5.28873 -2.67374 1.41083  0.516
56 C -3.33169 -2.11184 2.11980  -0.540
57 H -2.38001 0.89313 -5.43122  0.486
58 C 3.16350 -1.26467 -0.60759  1.050
59 C 1.05997 3.39171 -0.82381  -0.151


ORCA calculation (wB97M-V/def2-TZVPD) on C29H26AuN2O4PS as an isolated structure in a non-equilibrium geometry.

Properties
Total energy ... -65480.8211 eV
LUMO energy ... 0.305 eV
Energy relative to the best compared isomer or geometry (same formula, charge and spin) ... 54.1 kJ/mol

Last column: Mulliken charge in e.
Cartesian coordinates (Å):
1 C -0.87101 -0.97139 2.20424  -0.795
2 C -6.59883 0.99969 2.09117  -1.444
3 H 4.96042 3.82364 -3.98061  0.407
4 H 1.33575 -0.73762 4.76000  0.440
5 P 1.54284 0.26878 -1.17458  1.486
6 H 5.26739 1.37931 -4.20841  0.411
7 H 2.40573 -4.01360 0.98489  0.402
8 O -2.29665 0.20978 -0.06313  -0.713
9 H -5.24047 -1.77484 3.14753  0.343
10 C -5.19707 0.63882 1.77417  0.908
11 O 1.16091 4.84859 -1.12223  -0.735
12 C 4.50275 1.77334 -3.55416  -0.744
13 C 3.33460 3.63660 -2.60019  -0.472
14 C 4.32938 3.14402 -3.42805  -0.595
15 C 2.66039 -0.95630 -0.44903  0.482
16 C -4.81125 -0.90511 3.65764  -1.176
17 C -1.86373 0.14067 4.10366  -0.221
18 H -5.57416 -0.46937 4.29961  0.356
19 H 4.37676 0.31548 -0.33377  0.443
20 H 5.70780 -1.30698 0.96243  0.423
21 H 1.08424 -2.39413 -0.35066  0.526
22 C 0.52848 -2.34448 -4.19273  -0.767
23 C 2.67997 1.39742 -2.02888  -0.280
24 C -0.65358 -1.78081 -4.64500  -0.526
25 C 4.15409 -2.77420 1.02321  -0.529
26 S 1.11380 3.41753 -0.99222  1.368
27 H -2.69790 0.65860 4.55266  0.538
28 C -3.21265 0.30249 0.75945  0.583
29 H -0.60887 0.36180 5.81992  0.377
30 C 2.52572 2.76509 -1.90318  -0.106
31 C 4.70209 -1.55481 0.66179  -0.688
32 C -1.12248 -0.60652 -4.07799  -0.940
33 O -0.00964 2.75916 -1.67535  -0.681
34 H -0.95784 -1.37030 1.20833  0.753
35 O 1.23178 2.92299 0.39742  -0.763
36 H -4.89634 1.29204 -0.28591  0.440
37 C -1.96291 -0.33999 2.79844  0.286
38 C 2.10531 -2.17603 -0.06512  -0.748
39 C 0.30513 -1.12119 2.92471  0.039
40 H 4.74202 -3.48722 1.58009  0.399
41 H -0.77392 0.90217 -2.58387  0.320
42 C 3.95834 -0.64224 -0.06236  -0.775
43 C 3.68330 0.90032 -2.86156  -0.206
44 H -1.20808 -2.25812 -5.43923  0.393
45 C -0.68359 -0.01340 4.80772  -0.687
46 C 2.84887 -3.08001 0.66750  -0.750
47 H -6.66517 1.41572 3.09301  0.369
48 H 0.89688 -3.26179 -4.62995  0.418
49 C 0.40519 -0.64022 4.21809  -0.733
50 C 0.75902 -0.58035 -2.58320  0.793
51 H 1.15515 -1.60996 2.47259  0.193
52 C 1.24305 -1.74502 -3.16881  0.005
53 C -4.53235 0.82361 0.60386  -1.397
54 N -4.35722 0.08191 2.70313  -0.107
55 H -6.94278 1.73480 1.36847  0.379
56 Au -0.25837 1.10332 0.16633  0.530
57 H -2.04308 -0.16117 -4.42262  0.420
58 N -3.14534 -0.15497 2.06709  0.500
59 H 3.14399 4.69014 -2.47244  0.565
60 H -7.24529 0.12519 2.03065  0.275
61 H -3.97132 -1.23357 4.26751  0.470
62 H 3.81108 -0.16837 -2.96262  0.381
63 C -0.42277 -0.00868 -3.04763  -0.208
64 H 2.16246 -2.19027 -2.81186  0.363